The following is a quantum chemistry calculation of a structure of composition C27H50As2Cl2O5RuSi3, from OMol25.

Last column: Löwdin spin population.
Element x y z (Å)
C1 5.28 -0.11 1.20  0.01
H1 1.06 4.75 -0.81  0.00
H2 -7.04 0.84 -1.89  0.00
H3 3.94 -1.94 -3.33  0.00
H4 5.41 0.87 -1.39  0.00
C2 -7.04 2.13 -0.18  0.00
H5 2.26 -2.69 1.92  0.00
H6 -2.81 3.06 1.03  0.00
H7 -4.35 -3.01 -0.67  0.00
C3 3.93 3.57 0.40  0.00
H8 -0.72 -1.80 4.95  0.00
H9 -0.55 -4.96 -1.39  0.00
C4 -6.39 2.49 0.99  0.00
H10 -1.08 3.37 0.72  0.00
Cl1 -0.41 0.53 4.82  0.00
C5 -0.14 -1.13 4.34  0.01
H11 -7.97 2.62 -0.46  0.00
C6 3.03 0.25 3.28  0.01
H12 4.67 2.87 0.79  0.00
O1 1.09 -2.32 -0.27  0.25
H13 -2.44 0.79 -2.35  0.00
C7 1.15 3.68 -0.96  0.00
H14 4.37 -1.91 -1.62  0.00
C8 -5.34 0.50 -0.63  0.00
H15 3.56 1.19 3.42  0.00
H16 -1.54 -3.56 -3.04  0.00
C9 1.47 3.09 2.13  0.01
C10 -2.39 -2.42 -1.37  0.00
C11 4.72 1.21 -2.16  0.01
H17 1.97 0.46 3.35  0.00
As1 -1.82 1.02 0.09  0.00
H18 -6.80 3.26 1.62  0.00
H19 0.73 2.33 2.38  0.00
C12 -6.52 1.13 -0.99  0.00
H20 -3.35 2.11 -1.54  0.00
H21 3.31 -0.40 4.11  0.00
H22 -4.71 2.13 2.27  0.00
H23 -0.87 -3.75 1.09  0.00
H24 4.47 2.25 -2.00  0.00
H25 3.93 -2.79 2.51  0.00
O2 1.85 -4.25 -1.04  0.03
H26 -1.57 2.45 2.17  0.00
Ru1 0.03 -0.72 -0.05  2.98
C13 -2.38 1.63 -1.66  0.00
O3 -1.73 -2.22 -0.06  0.02
H27 5.25 1.15 -3.11  0.00
H28 3.93 4.44 1.06  0.00
H29 2.17 1.93 -3.62  0.00
H30 -2.64 -5.37 -0.23  0.00
C14 0.91 -3.54 -0.83  0.02
C15 -1.22 -2.99 -2.17  0.00
H31 1.62 3.52 -1.93  0.00
H32 2.27 3.03 2.87  0.00
H33 -4.94 -0.29 -1.26  0.00
C16 -0.53 -3.91 -1.10  0.00
H34 5.69 -0.76 0.42  0.00
As2 2.08 0.52 -0.01  0.09
C17 3.58 -1.68 -2.33  0.01
H35 -3.70 -4.05 -1.94  0.00
Cl2 -0.71 -1.41 2.65  0.07
H36 5.39 0.93 0.88  0.00
C18 -2.74 -4.32 0.04  0.00
C19 -0.26 -1.90 -2.66  0.02
H37 -2.76 -1.47 -1.73  0.00
Si1 3.54 -0.57 1.67  0.03
C20 1.94 0.88 -3.46  0.01
H38 -3.20 0.24 1.99  0.00
C21 -5.21 1.86 1.34  0.00
C22 -3.44 -3.47 -1.05  0.00
C23 -3.40 0.17 0.92  -0.01
H39 0.15 3.25 -1.01  0.00
C24 3.29 -2.40 1.71  0.00
H40 4.25 3.91 -0.58  0.00
C25 -1.39 -3.63 0.14  0.00
C26 -4.67 0.86 0.54  0.00
H41 -1.65 2.34 -2.04  0.00
H42 0.93 0.77 -3.07  0.00
Si2 3.22 0.13 -2.35  0.05
H43 5.90 -0.24 2.09  0.00
H44 -3.40 -0.88 0.65  0.00
H45 0.92 -1.36 4.35  0.00
H46 3.59 -2.89 0.78  0.00
H47 1.95 0.37 -4.43  0.00
C27 -1.79 2.65 1.12  0.01
H48 2.72 -2.31 -2.13  0.00
H49 -3.27 -4.26 0.99  0.00
O4 0.62 -2.13 -3.44  0.04
O5 -0.44 -0.71 -2.09  0.27
H50 0.99 4.07 2.25  0.00
Si3 2.18 2.93 0.41  0.03

Calculated values
- gap between HOMO and LUMO (alpha / beta) (eV) = 6.634 / 5.317
- total charge = +2
- ΔE to the lowest compared entry with this formula, charge and spin (kJ/mol) = 134.2
- E_LUMO (alpha / beta) (eV) = -7.187 / -8.495
- spin multiplicity = 5